The following is a DFT calculation (ωB97M-V/def2-TZVPD) of a molecular structure, C18H52ClO12.

Properties
- Energy relative to the best compared isomer or geometry (same formula, charge and spin): 310.4 kcal per mole
- Kohn-Sham gap: 8.9833 eV
- Total charge: -1
- Electronic energy: -2079.45178 hartree
- HOMO: -6.4 eV
- F_max: 6.7 eV/Å

CARTESIAN COORDINATES (ANGSTROEM)
Cl (-5.7992, 9.4006, 3.9039)
O (-4.6632, 9.0446, 3.1579)
O (-6.1800, 10.7569, 3.5918)
O (-6.9218, 8.5301, 3.6779)
O (-5.5243, 9.4378, 5.3408)
O (-8.3584, 7.4030, 5.3996)
H (-8.7523, 8.1843, 5.7877)
H (-7.6416, 7.7379, 4.8609)
O (-7.8314, 10.6951, 1.9094)
H (-7.0502, 11.0897, 2.2970)
H (-7.9854, 9.9067, 2.4300)
C (-5.2516, 10.9285, 0.4172)
C (-3.8766, 10.2677, 0.7202)
C (-2.9122, 10.9545, 1.6883)
O (-4.1094, 8.9099, 1.2112)
H (-6.0082, 10.1712, 0.2118)
H (-5.2027, 11.6438, -0.4038)
H (-5.6204, 11.4822, 1.2806)
H (-3.3761, 10.1237, -0.2374)
H (-2.1215, 10.2789, 2.0147)
H (-3.4817, 11.1488, 2.5971)
H (-2.4026, 11.8819, 1.4268)
H (-4.6520, 8.9908, 1.9991)
C (-8.1539, 5.4859, 1.2261)
C (-7.6031, 6.8302, 0.8352)
C (-6.3432, 7.2629, 1.6449)
O (-7.2127, 6.8041, -0.5305)
H (-8.4688, 5.3322, 2.2583)
H (-7.5765, 4.7079, 0.7267)
H (-9.0827, 5.3737, 0.6668)
H (-8.3349, 7.6258, 0.9749)
H (-5.8462, 8.1620, 1.2806)
H (-5.4981, 6.5758, 1.6007)
H (-6.6694, 7.3054, 2.6840)
H (-6.3097, 6.4817, -0.5790)
C (-4.7798, 6.8272, 5.8075)
C (-5.6397, 5.6704, 5.2241)
C (-5.7730, 5.7281, 3.7166)
O (-4.8395, 4.4852, 5.3606)
H (-4.6893, 6.7194, 6.8884)
H (-5.1651, 7.8134, 5.5489)
H (-3.7518, 6.7816, 5.4478)
H (-6.6464, 5.6002, 5.6360)
H (-4.7841, 5.7755, 3.2607)
H (-6.1975, 6.7209, 3.5670)
H (-6.5369, 5.1220, 3.2297)
H (-4.1086, 4.6511, 4.7607)
C (-5.5753, 12.1350, 5.9858)
C (-4.0698, 12.0602, 5.5364)
C (-3.1064, 12.8462, 6.3713)
O (-3.7239, 10.7717, 5.6546)
H (-6.3222, 11.6526, 5.3553)
H (-6.0648, 13.0754, 6.2393)
H (-5.7303, 11.6722, 6.9605)
H (-4.0697, 12.2441, 4.4620)
H (-2.8786, 12.4447, 7.3587)
H (-3.5053, 13.8294, 6.6210)
H (-2.1394, 13.0738, 5.9228)
H (-4.3764, 10.2129, 5.2261)
C (-4.2596, 9.2942, 7.7279)
C (-5.6346, 8.8260, 8.2848)
C (-6.6404, 10.0214, 8.4725)
O (-6.2630, 7.9795, 7.3823)
H (-3.7186, 9.8122, 8.5198)
H (-4.3500, 9.9811, 6.8864)
H (-3.7486, 8.4584, 7.2499)
H (-5.4886, 8.2422, 9.1937)
H (-7.6144, 9.7729, 8.8940)
H (-6.8254, 10.5853, 7.5582)
H (-6.1291, 10.7302, 9.1239)
H (-5.9883, 8.3564, 6.5432)
C (-7.0290, 13.0327, 2.9202)
C (-7.1894, 13.7836, 4.2883)
C (-6.0325, 14.6522, 4.6265)
O (-8.4263, 14.4521, 4.3002)
H (-7.6950, 13.3286, 2.1096)
H (-7.3005, 11.9834, 3.0354)
H (-5.9958, 13.0391, 2.5731)
H (-7.2493, 13.0316, 5.0751)
H (-5.8543, 15.4695, 3.9276)
H (-5.0623, 14.1720, 4.4986)
H (-6.0110, 15.0640, 5.6355)
H (-9.1228, 13.7915, 4.2967)

=====

The following is a DFT calculation (ωB97M-V/def2-TZVPD) of a molecular structure, C43H32O3P2PtS4Sb.

Properties
- Energy relative to the best compared isomer or geometry (same formula, charge and spin): 28.7 kcal per mole
- 2S+1: 2
- Kohn-Sham gap (spin up / spin down): 5.3984 / 4.9205 eV
- Electronic energy: -4518.57762 hartree
- HOMO (spin up / spin down): -6.8 / -6.8 eV
- F_max: 2.1 eV/Å
- ⟨S²⟩: 0.770

CARTESIAN COORDINATES (ANGSTROEM)
Pt (-0.5488, 0.0167, 0.5752)
S (-2.6562, 2.5034, 3.4705)
Sb (-2.6482, 0.2711, 3.1467)
S (-0.2876, -0.3251, 2.8683)
S (-3.0564, -0.0381, 0.6927)
O (-0.5559, 3.2203, 0.1988)
C (-1.5467, 2.6520, -0.2446)
O (-1.5749, 1.4249, -0.7626)
C (-2.8258, 3.4568, -0.2029)
C (-2.6858, 4.8119, 0.0571)
C (-3.7887, 5.6353, 0.1846)
C (-5.0601, 5.1040, 0.0774)
C (-5.2372, 3.7479, -0.1384)
C (-4.1325, 2.9023, -0.2820)
S (-4.4848, 1.1957, -0.4310)
H (-1.6806, 5.2051, 0.1597)
H (-3.6600, 6.6932, 0.3912)
H (-5.9288, 5.7426, 0.1972)
H (-6.2353, 3.3253, -0.1695)
O (2.0071, -1.7746, 0.6738)
C (3.1677, -1.1915, 0.2773)
C (4.2856, -1.8915, -0.1753)
C (5.4132, -1.1903, -0.5705)
C (5.4145, 0.1967, -0.5575)
C (4.2640, 0.8695, -0.1826)
C (3.1213, 0.1986, 0.2621)
P (1.5532, 1.1910, 0.5206)
C (1.9325, 2.1981, 1.9917)
C (3.2547, 2.4260, 2.4036)
C (3.5173, 3.1572, 3.5553)
C (2.4700, 3.6612, 4.3183)
C (1.1524, 3.4205, 3.9339)
C (0.8825, 2.6803, 2.7900)
C (1.7563, 2.0923, -1.0638)
C (1.3458, 1.4468, -2.2351)
C (1.4255, 2.1063, -3.4610)
C (1.9163, 3.4073, -3.5186)
C (2.3455, 4.0396, -2.3564)
C (2.2655, 3.3849, -1.1297)
C (1.7579, -3.0978, 0.6558)
C (2.5936, -4.0439, 1.2336)
C (2.2634, -5.3833, 1.1333)
C (1.1069, -5.7775, 0.4612)
C (0.2424, -4.8138, -0.0282)
C (0.5468, -3.4505, 0.0800)
P (-0.7887, -2.2054, -0.2300)
C (-1.1116, -2.2431, -2.0149)
C (-2.2199, -1.5643, -2.5267)
C (-2.4309, -1.5026, -3.9006)
C (-1.5207, -2.0901, -4.7724)
C (-0.3984, -2.7364, -4.2726)
C (-0.1906, -2.8147, -2.8960)
C (-2.1329, -3.1280, 0.6126)
C (-3.3493, -3.4365, 0.0069)
C (-4.3505, -4.0771, 0.7312)
C (-4.1444, -4.4135, 2.0604)
C (-2.9274, -4.1156, 2.6697)
C (-1.9263, -3.4733, 1.9506)
H (4.2696, -2.9661, -0.2539)
H (6.2879, -1.7384, -0.9108)
H (6.2912, 0.7493, -0.8768)
H (4.2429, 1.9508, -0.2657)
H (4.0886, 2.0194, 1.8479)
H (4.5446, 3.3241, 3.8610)
H (2.6804, 4.2277, 5.2218)
H (0.3211, 3.8070, 4.5163)
H (-0.1450, 2.4939, 2.5297)
H (0.9516, 0.4470, -2.1869)
H (1.0925, 1.6057, -4.3702)
H (1.9580, 3.9289, -4.4717)
H (2.7296, 5.0536, -2.3986)
H (2.5808, 3.8872, -0.2153)
H (3.4806, -3.7256, 1.7714)
H (2.9125, -6.1285, 1.5839)
H (0.8657, -6.8335, 0.3546)
H (-0.6923, -5.1128, -0.4961)
H (-2.9007, -1.0661, -1.8507)
H (-3.3020, -0.9824, -4.2878)
H (-1.6828, -2.0378, -5.8456)
H (0.3187, -3.1843, -4.9518)
H (0.6874, -3.3185, -2.5052)
H (-3.5265, -3.1734, -1.0305)
H (-5.2994, -4.3065, 0.2521)
H (-4.9272, -4.9112, 2.6223)
H (-2.7539, -4.3862, 3.7045)
H (-0.9901, -3.2296, 2.4336)

=====

The following is a DFT calculation (ωB97M-V/def2-TZVPD) of 10 unconnected molecules or ions with the total composition H20O10.

Properties
- Energy relative to the best compared isomer or geometry (same formula, charge and spin): 20.7 kcal per mole
- 2S+1: 2
- Kohn-Sham gap (spin up / spin down): 10.7771 / 3.5418 eV
- Total charge: +1
- Electronic energy: -763.98803 hartree
- HOMO (spin up / spin down): -14.2 / -14.2 eV
- F_max: 1.4 eV/Å
- ⟨S²⟩: 0.757

CARTESIAN COORDINATES (ANGSTROEM)
O (14.2525, -6.9598, 17.2725)
H (14.1256, -7.8715, 17.5351)
H (15.0290, -6.9771, 16.7130)
O (11.8459, -5.4194, 20.2345)
H (11.0785, -5.5772, 19.6846)
H (12.5913, -5.6329, 19.6733)
O (11.2590, -6.0206, 17.5443)
H (10.4756, -6.4759, 17.2358)
H (11.9779, -6.4230, 17.0571)
O (11.4089, -8.5327, 15.5320)
H (10.4675, -8.6343, 15.3916)
H (11.6232, -9.1823, 16.2015)
O (8.9667, -8.2799, 18.4965)
H (9.3024, -8.3036, 19.3925)
H (8.1609, -8.7956, 18.5284)
O (12.1292, -3.3426, 16.9043)
H (11.7798, -4.1993, 17.1497)
H (11.5266, -2.7146, 17.3027)
O (8.2777, -5.0306, 15.6040)
H (9.0729, -4.5266, 15.7767)
H (8.5939, -5.8924, 15.3328)
O (14.3616, -4.3311, 18.5306)
H (14.5598, -3.8280, 17.7408)
H (14.4029, -5.2451, 18.2496)
O (8.5618, -5.4063, 18.8145)
H (8.9268, -6.1735, 18.3737)
H (7.7059, -5.2788, 18.4053)
O (13.8037, -6.0787, 14.5181)
H (13.7317, -5.3125, 13.9488)
H (13.9052, -5.7153, 15.3978)

=====

The following is a DFT calculation (ωB97M-V/def2-TZVPD) of 2 unconnected molecules or ions with the total composition C10H17O2.

Properties
- Kohn-Sham gap: 4.4696 eV
- Total charge: -1
- Electronic energy: -541.47783 hartree
- HOMO: -1.4 eV
- F_max: 5.4 eV/Å

CARTESIAN COORDINATES (ANGSTROEM)
C (3.0110, 3.7322, -1.0807)
C (2.4834, 2.5156, -1.1521)
C (1.6348, 1.1290, -1.0897)
O (0.3869, 1.4494, -1.7908)
C (-0.7890, 0.9307, -1.1294)
C (-1.9508, 2.0439, -0.9018)
C (-1.4584, 3.5635, -1.1156)
H (3.0973, 4.8781, -0.9934)
H (1.4905, 0.9523, 0.0354)
H (-0.6071, 0.4220, -0.1193)
H (-1.2231, 0.1026, -1.8288)
H (-2.3680, 1.8991, 0.1643)
H (-2.8062, 1.8497, -1.6452)
H (-0.5778, 3.8793, -0.4516)
H (-1.2911, 3.8073, -2.2395)
H (-2.3506, 4.2451, -0.7982)
C (-0.5606, -3.3993, 1.6796)
C (0.6867, -3.7960, 0.9254)
C (1.0779, -2.4936, 0.2561)
O (0.6375, -1.4343, 1.1178)
C (-0.2283, -1.9870, 2.1172)
H (-0.7976, -4.0603, 2.5162)
H (-1.4184, -3.3874, 0.9984)
H (1.4662, -4.1020, 1.6319)
H (0.5309, -4.6107, 0.2152)
H (0.5710, -2.3732, -0.7068)
H (2.1550, -2.4121, 0.0951)
H (0.3148, -1.9843, 3.0692)
H (-1.1172, -1.3597, 2.2210)

=====

The following is a DFT calculation (ωB97M-V/def2-TZVPD) of 2 unconnected molecules or ions with the total composition C37H40N2O4.

Properties
- Energy relative to the best compared isomer or geometry (same formula, charge and spin): 25.0 kcal per mole
- Kohn-Sham gap: 2.3880 eV
- Electronic energy: -1844.27828 hartree
- HOMO: -5.1 eV
- F_max: 3.1 eV/Å

CARTESIAN COORDINATES (ANGSTROEM)
C (1.9699, -4.7280, 3.8599)
C (1.1290, -3.4900, 3.7003)
O (-0.2163, -3.9272, 3.4304)
C (-1.0564, -2.8853, 3.2103)
C (-2.4443, -3.3391, 3.1846)
C (-3.4951, -2.3572, 3.2926)
O (-3.3237, -1.1471, 3.1827)
C (-4.9334, -2.8879, 3.5452)
C (-5.0373, -4.3194, 4.0328)
C (-4.0775, -5.2637, 3.3016)
C (-2.6242, -4.7814, 3.4076)
O (-0.6271, -1.7561, 3.0722)
H (3.0192, -4.4403, 3.9484)
H (1.6930, -5.2754, 4.7673)
H (1.8603, -5.4007, 3.0035)
H (1.1168, -2.9007, 4.6293)
H (1.4847, -2.8747, 2.8638)
H (-5.4284, -2.2224, 4.2603)
H (-5.4736, -2.7915, 2.5918)
H (-4.8291, -4.3572, 5.1081)
H (-6.0629, -4.6721, 3.8933)
H (-4.1518, -6.2706, 3.7330)
H (-4.3431, -5.3353, 2.2377)
H (-2.0155, -5.3354, 2.6722)
H (-2.2164, -5.0450, 4.4100)
C (1.9563, 5.0905, -0.1508)
N (2.2711, 3.6826, -0.2200)
C (3.3095, 3.1207, 0.4784)
O (4.1359, 3.7334, 1.1456)
C (3.2246, 1.6077, 0.2869)
C (3.0646, 0.8342, 1.5907)
C (1.8523, 1.3120, 2.3572)
C (1.9081, 2.4794, 3.1237)
C (0.7761, 2.9337, 3.8038)
C (-0.4226, 2.2109, 3.7348)
C (-0.4824, 1.0478, 2.9667)
C (0.6595, 0.5965, 2.3046)
N (2.0604, 1.4725, -0.5840)
C (1.4733, 0.2805, -0.8242)
C (0.2096, 0.1771, -1.3869)
C (-0.4256, -1.0433, -1.6399)
C (-1.4606, -1.2242, -2.6238)
C (-1.8873, -2.5207, -3.0372)
C (-2.9245, -2.6802, -3.9511)
C (-3.5689, -1.5584, -4.5016)
C (-3.1231, -0.2721, -4.1591)
C (-2.0634, -0.1049, -3.2670)
C (1.3916, 2.7489, -0.9026)
C (1.2545, 3.0511, -2.3652)
C (2.3234, 3.0637, -3.1884)
C (2.2680, 3.3159, -4.6137)
C (3.4746, 3.4430, -5.3467)
C (3.4603, 3.6658, -6.7219)
C (2.2358, 3.7769, -7.4026)
C (1.0333, 3.6599, -6.6909)
C (1.0409, 3.4354, -5.3117)
H (2.7201, 5.5921, 0.4474)
H (1.9342, 5.5187, -1.1581)
H (0.9703, 5.2284, 0.3096)
H (4.1288, 1.2948, -0.2623)
H (2.9863, -0.2313, 1.3528)
H (3.9727, 1.0093, 2.1821)
H (2.8549, 3.0232, 3.1866)
H (0.8281, 3.8581, 4.3768)
H (-1.3103, 2.5463, 4.2697)
H (-1.4035, 0.4659, 2.9079)
H (0.6454, -0.3505, 1.7658)
H (2.0806, -0.5970, -0.5767)
H (-0.2793, 1.1202, -1.6621)
H (-0.0110, -1.9349, -1.1570)
H (-1.3618, -3.3871, -2.6310)
H (-3.2182, -3.6808, -4.2698)
H (-4.3958, -1.6827, -5.2020)
H (-3.5791, 0.6045, -4.6213)
H (-1.6780, 0.8974, -3.0638)
H (0.3811, 2.7949, -0.4511)
H (0.2506, 3.3146, -2.7029)
H (3.3264, 2.9005, -2.7647)
H (4.4129, 3.3636, -4.7959)
H (4.4011, 3.7552, -7.2659)
H (2.2224, 3.9533, -8.4809)
H (0.0783, 3.7447, -7.2133)
H (0.1008, 3.3462, -4.7617)